(one)
Molecular formula: CH2O3S2
Method: DFT, wB97M-V/def2-TZVPD

Element x y z (Å)
C (-0.71, 1.03, -0.67)
O (0.40, -1.76, 0.95)
O (1.09, 0.65, 1.08)
O (-0.29, -0.23, -0.75)
S (-2.27, 1.52, -0.81)
S (1.03, -0.48, 0.25)
H (0.20, 1.76, -0.49)
H (0.54, -2.48, 0.44)

## Properties
HOMO-LUMO gap (alpha / beta) = 9.1 / 9.1 eV
Highest occupied orbital energy (alpha / beta) = -0.3325 / -0.3325 Eh

(two)
Molecular formula: CH2O3S2
Method: DFT, wB97M-V/def2-TZVPD

Element x y z (Å)
C (1.08, -0.96, -0.33)
O (-0.78, 0.94, -1.23)
O (-2.26, 0.16, 0.68)
O (0.23, -0.60, 0.52)
S (0.06, 1.89, 1.28)
S (-1.03, 0.71, 0.15)
H (1.04, -0.41, -1.21)
H (1.65, -1.73, 0.13)

## Properties
HOMO-LUMO gap = 7.3 eV
Highest occupied orbital energy = -0.3316 Eh

Pick the least stable structure from those above. Pick: (two)